Below is a structure of composition H16O8, with properties calculated with ωB97M-V/def2-TZVPD.

Last column: Mulliken charge in e.
CARTESIAN COORDINATES (ANGSTROEM)
H: 1.1259 1.3592 -1.4388  0.4520
H: 0.1731 -1.2413 2.6550  0.2654
H: -2.5708 0.5113 -0.9871  0.2798
O: -2.4743 -0.2398 -1.5726  -0.7905
H: -1.0710 -1.6421 -2.2576  0.3224
H: -2.6576 -1.0098 0.6627  0.3544
O: 2.5505 0.2829 1.7481  -0.6813
H: 1.7048 2.2324 -2.5317  0.2572
O: 0.7262 -0.5117 2.3756  -0.7617
O: -0.8047 -1.5161 -1.3468  -0.6700
O: 1.0608 1.7388 -0.1250  -0.6379
H: 0.0072 -0.6091 -0.2869  0.3846
H: 0.3910 0.7539 0.2486  0.3783
O: 1.3441 1.3605 -2.3708  -0.7325
O: 0.1865 -0.1386 0.5272  -0.6883
H: -1.7618 -0.7521 -1.1904  0.3850
H: 1.6106 0.1221 1.6646  0.1717
O: -2.2826 -1.8832 0.7755  -0.5889
H: -0.8425 -2.3919 -0.9624  0.3187
H: 0.3618 -0.2436 1.5320  0.7992
H: 0.2540 2.1932 0.1173  0.3508
H: 1.7573 2.3655 0.0710  0.3108
H: -1.4006 -1.8148 0.4097  0.2667
H: 2.6121 1.0743 2.2829  0.2540

Cartesian forces (eV/Å) of the 3 atoms listed first:
0.21 -0.14 -0.91
-0.20 -0.12 0.33
-0.45 0.49 -0.26

Results
Kohn-Sham gap   8.7 eV
E_tot   -16631.317 eV
HOMO energy   -0.3337 Ha
ΔE to the lowest compared entry with this formula, charge and spin   246.6 kcal per mole
Net charge   0

=====

Below is an isolated molecule of C4H6F2, with properties calculated with ωB97M-V/def2-TZVPD.

Last column: Mulliken charge in e.
CARTESIAN COORDINATES (ANGSTROEM)
C: -1.8855 0.5640 -0.0482  -0.2456
F: -2.6388 0.1232 -1.1191  -0.2869
F: 2.7111 0.0138 0.9876  -0.2911
C: -0.6385 -0.2801 0.0053  -0.1516
H: 0.7030 1.3685 0.0039  0.2583
H: 1.7427 -1.5860 0.3857  0.2701
H: -2.5016 0.4205 0.8450  0.2157
H: -1.6484 1.6422 -0.1666  0.2331
C: 1.8895 -0.5710 0.0556  -0.2650
C: 0.6234 0.2705 -0.0084  -0.2162
H: -0.7311 -1.3846 -0.0030  0.2629
H: 2.3741 -0.5811 -0.9378  0.2162

Cartesian forces (eV/Å) of the 3 atoms listed first:
0.65 -0.20 0.36
-0.39 0.14 -0.44
0.79 0.31 0.28

Results
Kohn-Sham gap   11.2 eV
E_tot   -9679.140 eV
HOMO energy   -0.3707 Ha
ΔE to the lowest compared entry with this formula, charge and spin   14.3 kcal per mole
Structure (SMILES)   FC/C=C/CF
Net charge   0

=====

Below is a cluster of 2 separate species, C9H16N2O2 in total, with properties calculated with ωB97M-V/def2-TZVPD.

Last column: Mulliken charge in e.
CARTESIAN COORDINATES (ANGSTROEM)
H: -0.0575 1.3654 2.2305  0.3149
N: -0.7589 -1.2690 -0.2130  0.0292
H: 2.6452 2.4748 0.9996  0.3284
C: 1.9219 -1.4305 -0.1396  -0.0513
H: -2.0824 2.4432 -2.2024  0.2607
H: 1.9936 -1.4029 -2.3756  0.4442
H: 0.1418 2.7012 -0.7727  0.5571
C: -0.0190 1.8840 -0.0787  -0.3908
H: 2.2875 1.5258 2.5177  0.3113
H: 3.0370 -1.7762 0.1931  0.2753
H: -3.3717 1.6153 -0.8011  0.2692
H: 0.2619 0.9340 -0.4591  -0.0710
C: -0.0072 -1.4291 -1.5082  0.5282
C: -1.5077 1.8093 -0.0774  -0.4415
C: 1.9771 1.6591 1.4735  -1.0834
C: -0.3132 -1.0577 1.0167  0.0884
N: 1.0857 -0.9466 1.0144  -0.0571
H: -1.8071 1.0425 0.7765  0.2810
O: -0.7510 -1.5967 -2.4554  -0.5966
H: -2.0461 2.8334 0.0377  0.3702
H: 1.6164 -1.1068 1.9443  0.2868
C: 0.4646 1.9956 1.3932  -0.4862
H: -1.7320 -1.1652 -0.3434  0.2929
H: 0.3285 3.0387 1.6573  0.5529
O: -0.9654 -1.1285 2.0604  -0.6418
H: -2.1537 0.6988 -2.0111  0.2849
C: 1.4340 -1.4851 -1.4714  -0.6909
H: 2.1773 0.6885 0.8468  0.1759
C: -2.2498 1.6212 -1.3894  -1.1409

Cartesian forces (eV/Å) of the 3 atoms listed first:
0.38 0.94 -2.12
1.33 -0.02 -2.74
-1.12 -1.08 0.81

Results
Kohn-Sham gap   9.4 eV
E_tot   -16664.973 eV
HOMO energy   -0.3572 Ha
ΔE to the lowest compared entry with this formula, charge and spin   100.0 kcal per mole
Structure (SMILES)   O=c1cc[nH]c(=O)[nH]1.CCCCC
Net charge   0

=====

Below is a structure of composition C4H6OS, with properties calculated with ωB97M-V/def2-TZVPD.

Last column: Mulliken charge in e.
CARTESIAN COORDINATES (ANGSTROEM)
H: -1.4080 -0.4408 -1.8701  0.2330
H: 1.0941 -0.1798 1.8091  0.2381
H: 2.0557 1.5109 1.5818  0.2990
H: -1.5810 -1.3284 -0.2028  0.2731
C: -1.8634 -0.3963 -0.7536  -0.7753
C: -1.2191 0.7321 -0.0658  0.1274
H: 2.4038 0.0534 0.6094  0.2598
C: 1.5734 0.6102 1.1590  -0.8127
O: -1.3233 1.9414 -0.6280  -0.2625
H: -2.9401 -0.1810 -0.5954  0.2907
S: 0.1265 2.6478 -0.2227  0.0706
C: 0.6263 1.0186 0.1528  0.0588

Cartesian forces (eV/Å) of the 3 atoms listed first:
-1.72 -0.05 2.32
0.71 1.34 -0.14
-0.29 -0.79 0.75

Results
Kohn-Sham gap (spin up / spin down)   7.7 / 7.5 eV
E_tot   -17122.375 eV
HOMO energy (spin up / spin down)   -0.2760 / -0.2682 Ha
ΔE to the lowest compared entry with this formula, charge and spin   132.7 kcal per mole
Net charge   0

=====

Below is a structure of composition C32H61FI2N3O13, with properties calculated with ωB97M-V/def2-TZVPD.

Last column: Mulliken charge in e.
CARTESIAN COORDINATES (ANGSTROEM)
H: -2.1528 -0.8923 -1.9910  0.6477
C: -3.4096 -4.9453 6.0443  -0.5275
H: -2.8400 7.7400 -3.0826  0.3944
N: 0.4435 -3.9189 -2.9821  -0.0321
C: -0.4167 9.6287 0.0107  -0.7715
H: 4.5216 1.7644 -3.5099  0.6479
H: -0.5233 10.7147 0.0983  0.3073
O: 2.1271 -2.6291 -2.1394  -0.2669
H: 0.3075 9.4079 -0.7805  0.3586
H: -2.5343 -1.4406 1.6071  -0.0294
H: -1.0375 -4.2473 1.8909  -0.0678
H: -3.3605 7.2632 -1.4686  0.0956
I: -0.4339 -1.6080 -4.5411  0.3320
H: 2.7546 0.4304 0.1807  1.0787
C: -0.0904 0.8780 -2.7536  -1.7984
O: 0.4041 -2.6792 0.3494  -0.4267
H: 0.2514 -5.4057 -0.7534  0.3646
H: -3.3436 -2.8870 -1.8192  0.4961
O: -3.8653 -5.5873 4.8682  -0.3032
H: 6.0025 -4.6999 1.2688  0.3667
C: 0.7645 -2.8932 -2.0297  2.5974
H: -4.2732 -4.5455 6.5915  0.3988
C: 5.3358 1.4359 -1.5819  -1.3486
O: -0.6353 2.3333 0.6894  -0.4000
H: 4.8978 1.3704 -0.5872  0.3296
H: -0.5562 -2.8898 2.9209  0.2449
C: -1.8889 5.1917 -0.1590  -0.2090
H: 0.3217 3.2112 -3.8298  0.4361
F: 2.5402 -5.6753 -1.5591  -0.2673
H: 1.3001 -4.3575 -3.2971  0.3811
C: -1.2742 -3.7097 2.8173  0.1749
H: -0.2307 -4.6085 -2.6869  0.3619
O: -2.5962 -3.2019 2.7154  -0.3744
H: -3.0021 -7.3800 5.4728  0.3715
H: -3.6973 -1.5183 2.9443  0.3935
C: 2.6584 -0.5041 -0.3736  -0.3065
H: 6.2128 0.7784 -1.5791  0.3529
C: -2.6925 -1.8036 2.6354  -0.6593
C: -3.8580 -6.9975 4.9080  -0.7802
C: 4.3849 1.0128 -2.7209  -0.8517
H: -1.9588 -3.9013 -1.5372  0.2791
O: -0.1581 2.1024 -2.1191  0.3625
I: 2.5676 3.0749 -1.8127  0.0948
N: 0.8889 -4.7921 -0.2578  0.1214
C: -4.2242 5.3037 0.3332  -0.7680
N: 0.5247 -0.1541 -1.8181  1.9332
O: -1.6567 9.0022 -0.2322  -0.3348
H: 2.1394 -1.2683 -3.7280  -0.1277
H: -2.8952 -5.6552 6.7007  0.3419
C: -0.1059 0.1726 -0.4588  -0.7428
C: 3.9723 -1.2719 -0.2028  -2.2517
O: -1.2113 -4.1281 5.2487  -0.4622
C: 2.5015 -1.3898 -2.7002  -2.0502
H: 5.5912 -3.1268 1.9968  0.3163
C: 2.1413 -0.1963 -1.8038  2.4766
H: 4.3492 -4.4058 1.8962  0.3237
H: -2.2840 -3.2946 -3.1780  0.2842
H: 2.4441 1.0562 -3.5445  0.8801
H: -1.4357 2.9680 -3.5238  0.3337
C: -2.3006 -3.0350 -2.1213  -1.4688
C: 4.8062 -3.4445 0.0472  0.6806
C: 5.2105 -3.9578 1.3936  -1.1547
H: 5.7099 2.4491 -1.7455  0.4663
H: 0.4685 0.9326 -3.6876  0.5422
H: -1.5103 -1.7814 -0.6493  -0.4036
H: -2.9415 9.6615 -1.6900  0.4134
C: 2.8415 1.0378 -2.5229  -1.4868
O: 5.3554 -3.6506 -0.9850  -0.5596
H: -2.2888 -3.2949 6.7000  0.4072
H: 4.5182 -0.8437 0.6502  0.5244
C: -0.9573 6.1117 -0.9147  -0.4110
C: 2.2141 -5.2820 -0.3190  0.5177
H: -0.0531 -5.0243 3.8972  0.3936
C: -0.4576 3.1422 -3.0600  -0.9165
H: -2.9951 -3.0534 5.1033  0.0443
H: -1.2898 4.6913 0.6085  0.3378
H: -1.9720 -1.3095 3.2971  0.4511
H: -0.0324 9.2408 0.9536  0.2348
C: -0.1227 -1.5973 -2.3155  -2.3272
C: -2.0763 8.9952 -1.5820  -0.5480
H: -0.0415 -0.7134 0.1532  0.4404
O: -2.9490 5.8876 0.4643  -0.3731
C: -0.1681 1.4700 1.7609  -1.0103
C: 0.6366 -3.4116 -0.5415  -1.7385
C: -1.0912 -4.6851 3.9580  -0.4546
H: 4.6369 -1.2284 -1.0641  0.5431
H: -2.2734 4.4190 -0.8371  0.2843
H: -4.9646 6.0959 0.4383  0.2737
H: -1.7280 -5.5632 3.8278  0.1459
H: 0.4185 1.9841 2.5191  0.3766
O: 2.9311 -5.3801 0.5620  -0.3875
C: -2.5077 7.6234 -2.0480  -0.2870
H: 1.9291 -1.0916 0.1852  -0.5908
H: -4.7778 -7.3929 5.3504  0.3008
C: -1.5379 -1.7636 -1.7375  0.2369
H: 3.5820 -1.4573 -2.7599  0.9098
H: -1.2827 9.3697 -2.2375  0.3248
H: -0.1178 5.4900 -1.2444  0.4318
H: -0.5488 6.8776 -0.2518  0.0779
H: -4.4058 4.5524 1.1096  0.2924
H: -3.7851 -7.3577 3.8818  0.2284
O: 3.6721 -2.6423 0.0762  0.2724
H: -0.8745 0.6892 2.0464  0.0890
H: -0.4899 4.0820 -2.5094  0.0791
C: -2.4930 -3.7826 5.7441  -0.2697
H: -1.1504 0.4292 -0.6504  1.1195
H: -4.3534 4.8358 -0.6489  0.3354
H: 1.3822 1.7883 0.1925  0.2322
O: -1.4714 6.6575 -2.1134  -0.3955
C: 0.3827 1.3825 0.3716  -0.2549
H: -1.1151 0.5328 -2.9209  0.9227
H: 4.7224 0.0843 -3.1807  0.3860

Cartesian forces (eV/Å) of the 3 atoms listed first:
0.15 -0.21 -0.18
-0.21 -0.05 0.09
-0.04 -0.02 0.01

Results
Kohn-Sham gap   7.4 eV
E_tot   -84164.924 eV
HOMO energy   -0.3926 Ha
Net charge   +1

=====

Below is a structure of composition C32H44CsNO4PSbSe4Te, with properties calculated with ωB97M-V/def2-TZVPD.

Last column: Mulliken charge in e.
CARTESIAN COORDINATES (ANGSTROEM)
H: -3.5295 -0.4173 -2.6548  0.1334
C: -0.9741 5.6434 3.1233  -0.5997
C: 4.1694 2.5971 -0.2994  -1.3203
O: -2.3134 -1.9166 -1.9015  -0.0733
C: -3.1518 1.6840 2.6195  0.2146
O: -1.0676 0.4148 -2.9272  0.1225
H: -1.9151 -4.8808 -6.8505  0.3466
Te: 0.1286 -4.7907 -5.0403  0.3194
H: -1.7789 4.0932 6.0113  0.4159
C: 1.3485 -0.3716 4.7193  -0.2247
H: 1.1038 -5.8435 -7.2242  0.2991
C: -1.9047 -5.0963 -5.8193  -1.1272
C: -0.9999 -0.8714 4.8503  -0.5638
H: -1.8660 -1.3210 5.3997  0.3634
H: 0.5199 -4.1074 -7.5743  0.3034
C: 2.4026 0.9644 2.9393  -0.7448
C: 0.2975 -1.0003 5.3882  -0.8359
P: -0.3566 1.8367 1.9151  -0.1398
C: -1.1512 -0.2419 3.6297  -0.5359
C: -4.8396 1.4911 0.9102  -0.5359
H: -1.0000 6.6194 2.6066  0.3711
H: -0.7038 2.2563 4.9953  0.3682
C: 4.9149 1.5070 0.4307  0.5253
C: -0.8963 -4.6131 1.1474  -0.9253
C: -3.8915 1.7606 -0.0383  -0.5271
H: -2.1825 -6.1567 -5.7455  0.3069
C: 4.3643 1.1618 1.8381  0.3836
H: -3.4095 -1.9048 -3.6866  0.4705
H: -4.1279 1.8628 -1.1013  0.4300
Sb: 3.0720 -1.7594 -5.1412  0.8677
C: -2.8423 -1.1868 -3.0782  -0.6059
N: 3.0176 0.5602 1.8460  -0.4646
H: 6.7281 2.7470 0.7810  0.3703
C: -1.3712 4.2611 5.0315  -0.6786
H: -3.0308 -3.8123 -2.2392  0.3286
H: -3.1576 -4.5714 -0.0280  0.3383
H: 3.7125 3.2304 0.4374  0.3036
H: -1.4788 2.0792 -4.0791  0.4072
H: -5.8752 1.3024 0.6279  0.3629
H: 0.1864 -4.7494 1.0948  0.2960
H: -2.0596 -0.3778 3.0233  0.6572
H: 0.0619 4.6733 1.5336  0.3846
H: -2.6100 -4.4449 -5.2586  0.1560
H: 0.5220 -1.6128 6.2695  0.3743
Se: 4.1007 -2.6440 -7.0953  -0.8541
H: 5.0513 2.5124 3.4649  0.2587
H: -2.9878 1.7214 3.7032  0.4862
H: 0.1667 1.4500 -4.2892  0.1538
C: 1.1013 -4.7724 -6.9220  -0.7328
C: -0.1174 0.5441 3.1382  0.7031
C: -0.3897 3.2497 3.0506  0.6829
H: 6.9463 1.0083 1.1847  0.3992
H: -0.3077 2.2855 -2.7133  0.1427
H: 6.8644 1.5193 -0.5313  0.4274
H: -1.2419 -4.2714 2.1154  0.3004
C: -1.6811 -0.5309 -3.8402  -0.6862
H: 3.9560 3.2785 2.3315  0.3091
C: 4.2005 2.3414 2.7993  -0.6986
C: 6.4927 1.7283 0.4826  -1.6405
H: -1.3236 -5.6223 1.0328  0.3118
H: 3.4770 2.2188 -0.9909  0.2936
Cs: 0.4194 -1.6060 -1.2598  0.7068
C: -3.0871 -3.0210 -1.4920  -0.5531
C: -2.6611 -3.5792 -0.1257  -0.5456
H: -5.2219 1.1301 2.9891  0.3778
H: -2.0478 -0.0349 -4.7325  0.4335
C: -1.4445 5.4947 4.4025  -0.3614
C: -2.1524 1.8018 1.6662  0.4255
H: -1.8653 6.3376 4.9769  0.3077
H: -4.1751 -2.7314 -1.4016  0.2788
C: -0.6601 1.6187 -3.5316  -0.8299
C: -0.7834 3.1784 4.4114  -0.3009
H: 2.1207 -4.4424 -6.6450  -0.0199
C: -0.4187 4.5464 2.4947  -0.6144
H: 4.7400 0.5726 -0.1693  0.3538
H: 5.1020 0.4427 2.2518  0.3781
C: -2.5328 1.7793 0.3346  -0.6734
H: 4.8908 3.2333 -0.9087  0.3359
Se: 4.7327 -0.4955 -4.0044  -0.7982
H: -0.9575 -1.3469 -4.1746  0.1580
H: -3.0535 -2.9049 0.6583  0.2440
Se: 2.4158 -3.5613 -3.5236  -0.8812
Se: 1.1809 -0.4826 -5.8476  -0.7331
H: 2.3540 -0.4941 5.1490  0.4205
H: -1.8062 1.8069 -0.4642  0.3798
O: 3.0894 1.9231 3.6546  -0.3772
O: -1.2662 -3.6872 0.0789  -0.0856
C: 1.1864 0.4070 3.5767  0.5844
C: -4.4710 1.4002 2.2335  -0.7854

Cartesian forces (eV/Å) of the 3 atoms listed first:
0.26 -0.38 -0.38
0.50 0.69 -0.37
2.17 1.39 -0.06

Results
Kohn-Sham gap   2.6 eV
E_tot   -328628.824 eV
HOMO energy   0.0015 Ha
ΔE to the lowest compared entry with this formula, charge and spin   39.7 kcal per mole
Net charge   -2

=====

Below is an isolated molecule of C7H14O2, with properties calculated with ωB97M-V/def2-TZVPD.

Last column: Mulliken charge in e.
CARTESIAN COORDINATES (ANGSTROEM)
H: 3.4598 1.2161 0.7032  0.3070
O: 2.3085 0.1175 -0.6265  -0.3574
C: 1.1489 0.0709 0.1025  -0.2528
O: -2.0452 -1.4035 -0.0633  -0.5962
H: 1.2630 0.2516 1.1630  0.4238
C: -0.0246 -0.1667 -0.4760  0.1867
C: -0.1082 -0.4047 -1.9571  -1.5721
H: 0.8105 -0.8659 -2.3101  0.4462
H: -0.2342 0.5389 -2.4870  0.2653
H: -3.1720 0.9244 0.3718  0.4128
H: -0.7726 0.8002 2.1172  0.3704
C: 3.4823 0.2845 0.1259  -0.7611
H: -0.5137 -0.9538 2.1491  0.4340
C: -2.2338 0.9484 -0.1759  -1.5905
H: -0.9557 -1.0465 -2.1862  0.3680
H: 4.3030 0.3253 -0.5884  0.2499
C: -1.3431 -0.2122 0.2813  1.7819
H: -1.5101 -2.1584 0.2042  0.4002
H: 3.6434 -0.5549 0.8125  0.3270
H: -1.7332 1.8956 0.0023  0.3387
C: -1.1731 -0.1592 1.8043  -2.0170
H: -2.1479 -0.2964 2.2676  0.4234
H: -2.4520 0.8489 -1.2343  0.4117

Cartesian forces (eV/Å) of the 3 atoms listed first:
0.01 -0.04 -0.04
-0.51 -0.01 -0.15
0.02 -0.05 -0.03

Results
Kohn-Sham gap   9.3 eV
E_tot   -11580.190 eV
HOMO energy   -0.3097 Ha
ΔE to the lowest compared entry with this formula, charge and spin   25.8 kcal per mole
Structure (SMILES)   CO/C=C(\C)C(C)(C)O
Net charge   0

=====

Below is a cluster of 4 separate species, C3H14O3S2 in total, with properties calculated with ωB97M-V/def2-TZVPD.

Last column: Mulliken charge in e.
CARTESIAN COORDINATES (ANGSTROEM)
H: 0.1663 -3.7475 -0.2686  0.3009
H: -0.8060 -2.8271 0.6825  0.3839
O: 2.0784 2.9539 0.4985  -0.7481
H: 2.0755 2.7249 1.4898  0.2906
C: 0.9398 -1.5715 -0.0447  -0.2523
S: -0.8317 -2.6163 -1.9996  -0.1262
H: 0.8116 -0.5870 -0.5068  0.3861
C: 1.2605 -1.3543 1.5053  -1.3054
H: 1.9007 -2.0578 -0.5110  0.2440
H: -3.8855 2.0197 -0.6469  0.2611
H: 2.9335 2.4436 0.1687  0.3762
O: -0.4129 3.1768 0.0961  -1.4820
H: 0.3411 2.5794 0.1448  0.3887
H: 2.1649 -1.7402 1.7953  0.3086
H: -2.1008 -0.1739 -2.5785  0.1501
C: -0.1783 -2.6917 -0.2612  -0.7644
O: -3.2382 1.3338 -0.7398  -0.6348
H: -0.0118 4.0341 -0.2038  0.4965
H: -2.3920 1.6695 -0.5056  0.3592
H: 1.1385 -0.2449 1.8028  0.3952
S: -2.3879 -1.2760 -1.9036  -0.2469
H: 0.4344 -2.0473 1.9864  0.2191

Cartesian forces (eV/Å) of the 3 atoms listed first:
0.87 0.66 -0.29
-0.38 1.02 -1.70
2.25 -1.50 0.63

Results
Spin multiplicity   2
Kohn-Sham gap (spin up / spin down)   2.4 / 8.9 eV
E_tot   -31149.071 eV
HOMO energy (spin up / spin down)   0.0141 / -0.2225 Ha
ΔE to the lowest compared entry with this formula, charge and spin   52.0 kcal per mole
Expectation value of S²   0.751
Net charge   -1

=====

These records have largest force on an atom values of 11.26, 2.83, 4.81, 6.25, 3.55, 3.86, 0.71, 4.87 eV/Å, in the order they appear.
These records have molar mass values of 144.1, 92.1, 184.2, 102.2, 968.7, 1235.8, 130.2, 162.3 g mol⁻¹, in the order they appear.